# 1
C46H121N7O20 | wB97M-V/def2-TZVPD

ORCA input file:
```
! wB97M-V def2-TZVPD RIJCOSX def2/J DEFGRID3
* xyz 0 1
C -4.98265 7.93197 5.25211
O -4.94173 6.52095 5.34971
C -4.64224 6.09847 6.68418
C -4.30665 4.64902 6.73313
N -3.10981 4.27110 5.99269
C -3.39343 3.64403 4.67755
C -2.09161 3.14625 3.98207
O -2.49270 2.51222 2.77095
C -1.41635 2.17094 1.92828
H -4.04299 8.49096 5.57525
H -5.77672 8.35131 5.89215
H -5.23836 8.16617 4.25414
H -5.55819 6.31094 7.29585
H -3.77361 6.64837 7.10229
H -5.10186 3.92417 6.60080
H -4.03853 4.43303 7.76481
H -2.63202 3.54045 6.52583
H -4.02237 4.36816 4.16620
H -4.04888 2.78264 4.70332
H -1.65063 2.36384 4.64198
H -1.34725 3.95122 3.93234
H -1.08364 3.08075 1.40441
H -1.77897 1.39867 1.22407
H -0.55532 1.68795 2.48478
C 0.39592 -1.06893 -4.15119
O 0.47456 -2.36516 -4.77464
C 1.24034 -3.29402 -4.05094
C 1.40227 -4.58916 -4.88501
N 2.33838 -4.44842 -5.97909
C 2.56330 -5.74219 -6.69856
C 1.47681 -6.21382 -7.62970
O 0.63332 -7.07589 -6.96723
C -0.42079 -7.57608 -7.75178
H 1.39605 -0.76426 -3.78320
H -0.32905 -1.06213 -3.34845
H 0.08761 -0.32953 -4.87230
H 0.73006 -3.54345 -3.12127
H 2.25225 -2.89781 -3.78335
H 0.46303 -4.91442 -5.24161
H 1.70291 -5.41771 -4.18525
H 2.02938 -3.77623 -6.66933
H 2.69690 -6.52333 -5.91375
H 3.51549 -5.61594 -7.21070
H 1.89402 -6.77180 -8.47901
H 0.82852 -5.40484 -8.07041
H -0.20360 -8.24566 -8.59200
H -1.16420 -6.80239 -8.06412
H -0.95968 -8.25637 -7.12134
C -3.77472 -3.29393 2.85222
O -3.86599 -2.74128 1.56857
C -3.01117 -1.57707 1.40218
C -3.26103 -1.10322 -0.07066
N -4.51876 -0.38937 -0.34459
C -4.66901 0.75954 0.56150
C -5.71012 1.69436 0.02342
O -6.98695 1.10172 0.10829
C -8.07276 1.90934 -0.29832
H -4.54714 -4.07885 2.93737
H -4.06054 -2.62885 3.70364
H -2.83349 -3.77437 3.03540
H -2.01966 -1.88270 1.51195
H -3.26020 -0.78005 2.06145
H -3.26240 -1.88006 -0.76798
H -2.40067 -0.46821 -0.36011
H -5.33624 -1.00420 -0.14441
H -3.77570 1.34438 0.77311
H -5.06142 0.49627 1.56967
H -5.52322 1.98077 -1.03862
H -5.64301 2.65520 0.60811
H -8.97518 1.28736 -0.30153
H -7.99932 2.39878 -1.30023
H -8.26887 2.66506 0.44873
C -3.34135 1.23696 -3.84633
O -3.11057 2.48383 -3.14921
C -1.92477 2.26438 -2.33355
C -0.55713 2.15635 -2.98600
N 0.13323 3.35643 -3.32572
C -0.42216 4.04133 -4.48325
C -0.67727 5.54924 -4.32719
O 0.52611 6.23194 -4.00749
C 0.39504 7.61686 -3.99000
H -3.34078 0.41249 -3.09524
H -2.56416 1.09477 -4.59741
H -4.32165 1.30604 -4.34277
H -2.07543 1.33629 -1.73111
H -1.84570 3.05906 -1.53513
H -0.71389 1.47583 -3.84924
H 0.14936 1.60502 -2.35096
H 1.15215 3.28692 -3.29095
H -1.38771 3.53154 -4.61516
H 0.16637 3.86708 -5.40177
H -1.37897 5.68258 -3.45339
H -1.12155 5.80459 -5.27772
H 0.34171 8.09950 -4.97230
H 1.30486 8.02507 -3.51965
H -0.38182 8.01209 -3.31065
C 2.67574 -1.88805 3.47276
O 1.24105 -1.76376 3.41453
C 0.74085 -1.28929 4.66600
C -0.78409 -1.16496 4.61180
N -1.25502 -0.80938 5.91061
C -2.52763 -0.29202 6.03494
C -3.05418 -0.61963 7.41942
O -2.90075 -2.04014 7.91478
C -3.88386 -2.89688 7.39363
H 3.08638 -1.92897 2.47412
H 2.94423 -2.79967 3.96182
H 3.13313 -0.99072 3.96694
H 1.10596 -0.25746 4.80983
H 1.05801 -1.86276 5.51756
H -1.29896 -2.04775 4.14901
H -1.03456 -0.40666 3.92027
H -1.03255 -1.51516 6.63410
H -3.19839 -0.66865 5.24300
H -2.62763 0.78909 5.90567
H -4.10965 -0.38766 7.45145
H -2.46568 0.00427 8.12511
H -3.98038 -2.78291 6.27357
H -4.83329 -2.75786 7.89359
H -3.52187 -3.89322 7.56549
C 5.23288 -2.35665 -2.29979
O 4.26950 -2.87118 -1.39442
C 4.54705 -4.25552 -1.14970
C 3.43268 -4.77522 -0.23113
N 3.49152 -6.21394 0.04170
C 3.58209 -7.12234 -1.15962
C 3.54101 -8.57848 -0.62336
O 3.63146 -9.50043 -1.72912
C 2.38663 -9.96486 -2.11422
H 5.08859 -2.86517 -3.31171
H 6.21145 -2.50488 -1.84144
H 5.01369 -1.28793 -2.37868
H 5.55408 -4.35649 -0.74988
H 4.42169 -4.77064 -2.12184
H 2.52051 -4.43721 -0.73237
H 3.45085 -4.28010 0.73354
H 4.22779 -6.44275 0.73046
H 4.50085 -6.87769 -1.71732
H 2.68429 -6.89482 -1.75823
H 2.63598 -8.82073 -0.07369
H 4.36509 -8.74157 0.07246
H 2.41567 -10.43305 -3.04128
H 1.66163 -9.15368 -2.28840
H 1.88370 -10.60180 -1.40297
C 3.26500 1.90781 -2.50864
O 3.39859 3.34873 -2.76841
C 3.22745 4.15865 -1.59573
C 3.51651 5.62213 -1.93757
N 3.17140 6.48068 -0.84909
C 3.94480 7.71032 -0.66164
C 4.02528 8.65198 -1.83031
O 2.75982 9.22931 -2.02782
C 2.85426 10.39749 -2.77308
H 2.37651 1.71191 -1.89990
H 4.14485 1.53687 -1.93320
H 3.20159 1.50611 -3.50966
H 3.81251 3.87306 -0.72446
H 2.15849 4.09726 -1.36761
H 2.99696 5.83722 -2.89496
H 4.56115 5.70277 -2.04064
H 2.20422 6.77230 -0.85096
H 4.95092 7.44426 -0.31253
H 3.52417 8.30944 0.14992
H 4.35700 8.19526 -2.76772
H 4.78779 9.36406 -1.56411
H 3.51374 10.27873 -3.61415
H 3.19378 11.22690 -2.11196
H 1.83283 10.64443 -3.11896
O 0.85672 -6.28025 1.14134
C 0.68086 -5.10137 1.88914
C 1.15544 -5.34567 3.33127
O 2.58773 -5.64956 3.25447
H 1.84725 -6.38588 0.97566
H 1.25609 -4.26443 1.46023
H -0.39211 -4.80708 1.87246
H 0.60645 -6.24024 3.69056
H 1.03921 -4.52195 4.04259
H 2.75158 -6.40449 3.85532
O 0.28606 0.43321 -0.02869
C 0.87169 -0.81483 0.39168
C 2.25004 -1.04494 -0.13291
O 3.06436 -0.02185 0.56461
H 0.57390 1.11149 0.64462
H 0.84499 -0.88679 1.50647
H 0.17963 -1.60762 0.08331
H 2.18822 -0.69165 -1.17581
H 2.56859 -2.08832 -0.10812
H 3.92226 -0.01389 0.16252
O 1.65695 2.26008 1.75982
H 2.29110 1.63896 1.42696
H 1.81760 3.02085 1.20201
O 5.94216 -0.23380 0.75449
H 5.45687 -0.21209 1.59865
H 6.50560 0.55091 0.81988
*
```

Summary:
ΔE to the lowest compared entry with this formula, charge and spin = 0.0000 eV
HOMO energy = -8.05 eV
Gap between HOMO and LUMO = 8.2 eV
LUMO = 0.16 eV
Total energy = -101032.4388 eV
Molecular weight = 1092.5 g/mol



# 2
C46H122N10O13 | wB97M-V/def2-TZVPD

ORCA input file:
```
! wB97M-V def2-TZVPD RIJCOSX def2/J DEFGRID3
* xyz 0 1
C 10.77872 4.22140 8.08538
O 9.47898 4.40956 8.62879
C 8.58661 3.31103 8.26438
C 7.37821 3.34016 9.41959
C 7.72847 2.59650 10.70822
N 6.15929 2.64956 8.86969
H 10.74011 3.98077 7.02298
H 11.08642 3.32888 8.63020
H 11.37555 5.12107 8.23535
H 8.11004 3.50942 7.30437
H 9.03148 2.31912 8.18506
H 7.11648 4.38177 9.60572
H 8.42074 3.17746 11.31761
H 8.25674 1.65483 10.55893
H 6.85411 2.31253 11.29385
H 5.43794 2.65558 9.57660
H 5.75805 3.35677 8.27055
C 0.67735 4.43732 13.72571
O -0.17466 3.26769 13.83318
C -1.20971 3.37672 14.80909
C -2.36450 2.28490 14.80635
C -3.19408 2.28910 13.44139
N -3.26581 2.60476 15.86477
H 1.17931 4.45435 12.75832
H 1.45587 4.49686 14.48628
H 0.10216 5.36243 13.68808
H -0.72121 3.31326 15.78143
H -1.65077 4.35519 14.61890
H -1.91000 1.29901 14.90406
H -3.26442 3.32710 13.11626
H -4.11371 1.70402 13.43287
H -2.57333 1.80417 12.68799
H -2.81057 2.67853 16.76333
H -3.95518 1.88059 16.00781
C 8.23659 7.25354 12.85137
O 8.27186 7.77350 14.15777
C 8.12577 6.88271 15.23825
C 9.23257 7.29595 16.22235
C 10.62756 7.66417 15.68076
N 9.53190 6.17853 17.14200
H 7.42547 6.54290 12.69270
H 9.11624 6.79528 12.39937
H 7.91335 7.98813 12.11381
H 7.12791 6.69877 15.63641
H 8.44953 5.92205 14.83773
H 8.85674 8.08684 16.87145
H 10.99797 7.03014 14.87522
H 11.40133 7.78318 16.43920
H 10.61153 8.68271 15.29293
H 10.16680 6.47792 17.86820
H 10.01243 5.42714 16.66808
C 0.60974 3.23775 9.56675
O 1.40061 4.35012 9.22755
C 2.62783 4.04026 8.43742
C 3.69021 5.15186 8.31757
C 3.11312 6.52020 8.08251
N 4.65242 4.86655 7.22658
H -0.11195 3.42740 10.36129
H 1.21752 2.42094 9.95601
H 0.12481 2.95524 8.63233
H 3.02562 3.08740 8.78661
H 2.13937 3.80749 7.49120
H 4.39812 5.19126 9.14546
H 2.48065 6.54405 7.19508
H 3.76872 7.37048 7.89462
H 2.66285 6.77465 9.04200
H 4.17218 4.84722 6.33827
H 5.49434 5.42267 7.27122
C 6.78164 11.68641 18.08765
O 5.79862 11.27898 17.14379
C 5.72630 9.95253 16.72561
C 4.32437 9.30917 17.00057
C 4.34926 7.88072 16.71958
N 3.32804 9.83851 16.07000
H 6.71372 12.74455 18.34026
H 7.75899 11.60303 17.61232
H 6.76760 11.07122 18.98734
H 5.96957 9.76109 15.68049
H 6.51828 9.38182 17.21054
H 4.21838 9.55102 18.05810
H 4.48789 7.67624 15.65795
H 3.46565 7.27793 16.92933
H 5.22394 7.46410 17.21904
H 3.39756 9.50903 15.11779
H 2.51263 9.36416 16.43084
C 3.69196 4.35694 12.25597
O 4.23532 4.77424 13.52698
C 5.04015 3.81975 14.15521
C 5.44198 4.27868 15.54582
C 6.40954 3.30671 16.15180
N 4.33221 4.05821 16.41743
H 4.61936 4.25921 11.69164
H 3.03519 5.18371 11.98537
H 3.24116 3.36681 12.32315
H 4.47607 2.89182 14.24925
H 5.87982 3.51405 13.53102
H 5.86406 5.28051 15.62513
H 6.08276 2.27164 16.25151
H 6.85355 3.76704 17.03444
H 7.19742 3.23786 15.40173
H 3.80251 4.89731 16.22921
H 4.61841 4.29267 17.35722
C -0.99121 1.37712 19.35768
O -0.31613 1.40086 18.08861
C 1.12232 1.69650 18.10308
C 1.78825 1.70338 16.78925
C 1.33084 0.57510 15.80575
N 3.21222 1.70012 16.99456
H -0.55413 0.66068 20.05323
H -2.02444 1.05575 19.22627
H -1.10509 2.32305 19.88716
H 1.12564 2.65400 18.62393
H 1.68640 1.07178 18.79564
H 1.56721 2.64582 16.28822
H 1.89884 0.48195 14.88012
H 0.29998 0.72725 15.48591
H 1.45510 -0.37471 16.32587
H 3.65362 1.47371 16.11478
H 3.60725 2.62556 17.08176
C 12.24064 5.65937 22.16034
O 11.61149 6.06358 20.94505
C 12.26369 7.08943 20.28585
C 13.21725 6.59721 19.09072
N 12.39901 5.82870 18.22313
C 13.25695 5.15755 17.31706
C 12.55133 3.77802 16.84593
O 11.37758 3.84116 16.09049
C 10.26097 2.92069 16.30261
H 13.31102 5.80269 22.01257
H 12.09248 4.59150 22.32092
H 11.94497 6.28577 23.00195
H 12.72350 7.91327 20.83170
H 11.36345 7.53395 19.86150
H 14.00265 6.06846 19.63079
H 13.80664 7.38391 18.61975
H 12.04252 5.10010 18.82492
H 14.20515 4.79763 17.71641
H 13.70042 5.73535 16.50614
H 12.39857 3.16976 17.73744
H 13.19400 3.19688 16.18461
H 9.66239 3.15806 17.18208
H 10.65153 1.90556 16.23151
H 9.54324 2.92038 15.48226
C 7.40029 3.20788 23.46010
O 8.69632 3.69393 23.15176
C 8.84051 5.06537 23.26634
C 8.58875 5.77201 21.90201
N 7.18629 5.87117 21.56021
C 6.93040 6.74638 20.35629
C 6.63758 5.85836 19.16225
O 5.29421 5.33404 19.12023
C 4.81673 4.73453 20.33131
H 6.79444 3.62482 24.26459
H 7.43179 2.12818 23.60622
H 6.71342 3.38817 22.63317
H 9.81759 5.25976 23.70865
H 8.16653 5.53161 23.98500
H 8.98514 5.22738 21.04506
H 9.02067 6.76857 21.99365
H 6.73824 6.30874 22.35261
H 7.65799 7.52558 20.12923
H 5.98550 7.25430 20.54935
H 7.41466 5.09472 19.12914
H 6.77236 6.43236 18.24548
H 3.76926 4.44404 20.25051
H 4.77539 5.53266 21.07250
H 5.46299 3.91063 20.63404
C 4.37034 0.58019 11.90050
O 3.83818 -0.25958 10.90795
C 4.51279 -0.08399 9.63724
C 4.32660 -1.30723 8.59538
N 2.91280 -1.62113 8.36361
C 2.23266 -0.71826 7.47967
C 0.71449 -0.82342 7.76036
O 0.38906 0.16090 8.75237
C -0.85794 0.00032 9.37788
H 4.46142 1.58102 11.47843
H 5.39425 0.25395 12.08295
H 3.78842 0.53714 12.82116
H 5.56534 0.12513 9.82826
H 3.99164 0.81009 9.29501
H 4.70061 -2.23461 9.02918
H 4.81952 -1.19377 7.62984
H 2.58669 -1.54258 9.31629
H 2.59926 -0.80902 6.45719
H 2.43436 0.34599 7.60129
H 0.48213 -1.83481 8.09381
H 0.22500 -0.76072 6.78847
H -1.15616 0.93805 9.84673
H -0.74111 -0.69543 10.20878
H -1.67515 -0.13281 8.66898
*
```

Summary:
ΔE to the lowest compared entry with this formula, charge and spin = 8.3589 eV
HOMO energy = -8.37 eV
Gap between HOMO and LUMO = 8.9 eV
LUMO = 0.53 eV
Total energy = -91183.8206 eV
Molecular weight = 1023.5 g/mol